[1]
Here is a structure of composition AsF6H26O13 from the OMol25 dataset. Energies are from the ωB97M-V functional and the def2-TZVPD basis.

Last column: Mulliken charge in e.
Atoms and positions in Å:
As (-0.19, 0.53, -0.04)  2.100
F (-1.84, 1.20, 0.27)  -0.526
F (-0.92, -1.10, -0.12)  -0.508
F (1.36, -0.22, -0.48)  -0.492
F (0.63, 2.14, 0.10)  -0.538
F (0.18, 0.29, 1.67)  -0.512
F (-0.48, 0.88, -1.78)  -0.526
O (-6.00, 2.48, 0.86)  -0.631
H (-5.09, 2.38, 1.15)  0.321
H (-6.51, 2.47, 1.67)  0.311
O (4.90, -0.68, -1.64)  -0.643
H (4.04, -0.37, -1.35)  0.349
H (5.16, -0.06, -2.31)  0.297
O (-0.02, -0.59, -5.91)  -0.647
H (0.71, -0.03, -5.65)  0.301
H (-0.09, -1.23, -5.20)  0.341
O (0.66, -4.59, 2.48)  -0.623
H (0.10, -3.81, 2.55)  0.312
H (1.53, -4.24, 2.29)  0.301
O (-2.10, -4.77, -0.55)  -0.630
H (-2.00, -3.84, -0.34)  0.336
H (-2.53, -4.77, -1.41)  0.295
O (-0.37, 5.90, -0.11)  -0.671
H (-1.27, 5.70, -0.37)  0.330
H (0.03, 5.05, 0.05)  0.332
O (2.26, -1.15, 4.77)  -0.620
H (1.46, -0.86, 4.35)  0.314
H (1.97, -1.60, 5.56)  0.307
O (-3.76, 5.10, -0.91)  -0.618
H (-3.85, 4.16, -0.80)  0.320
H (-4.54, 5.46, -0.49)  0.304
O (-1.72, 3.42, -4.67)  -0.642
H (-1.44, 2.63, -4.20)  0.336
H (-0.93, 3.96, -4.72)  0.306
O (-1.50, -2.17, 4.74)  -0.598
H (-1.62, -2.50, 5.63)  0.297
H (-1.69, -1.23, 4.80)  0.313
O (4.46, 2.08, 3.57)  -0.637
H (4.33, 2.86, 3.04)  0.320
H (3.58, 1.74, 3.73)  0.316
O (3.64, -4.06, -0.54)  -0.624
H (4.00, -4.11, 0.34)  0.294
H (4.09, -3.32, -0.94)  0.328
O (0.58, -3.02, -3.39)  -0.618
H (1.11, -3.03, -2.60)  0.308
H (-0.32, -3.09, -3.09)  0.313

E_tot in eV: -104189.4235
Total charge: -1
Energy above the lowest of the compared OMol25 structures with the same formula, charge and spin in kcal per mole: 50.9
2S+1: 1

[2]
Here is a structure of composition C32H31BN12ReS from the OMol25 dataset. Energies are from the ωB97M-V functional and the def2-TZVPD basis.

Last column: Mulliken spin population.
Atoms and positions in Å:
Re (0.03, -0.13, -0.15)  1.046
C (-1.52, 2.74, -1.82)  0.001
C (-0.52, 2.93, -0.74)  -0.001
C (-0.04, 4.14, -0.26)  0.010
C (0.90, 3.83, 0.73)  0.027
C (1.72, 4.76, 1.55)  -0.003
N (0.96, 2.51, 0.83)  0.001
N (0.09, 1.92, -0.05)  0.062
B (1.83, 1.61, 1.74)  -0.041
N (0.90, 0.74, 2.59)  0.009
N (-0.08, -0.04, 2.01)  0.078
C (-0.83, -0.52, 3.04)  -0.013
C (-2.07, -1.36, 3.00)  0.004
C (-0.31, -0.07, 4.24)  0.007
C (0.78, 0.72, 3.92)  0.012
C (1.69, 1.47, 4.84)  -0.001
N (2.71, 0.72, 0.86)  0.001
N (2.15, -0.05, -0.13)  0.029
C (3.20, -0.51, -0.87)  -0.004
C (3.16, -1.32, -2.13)  -0.002
C (4.38, -0.06, -0.33)  0.014
C (4.04, 0.72, 0.77)  0.040
C (4.94, 1.47, 1.69)  -0.002
H (-1.70, 3.70, -2.31)  0.000
H (-1.17, 2.05, -2.59)  0.001
H (-2.47, 2.38, -1.45)  0.002
H (-0.32, 5.12, -0.60)  0.000
H (1.48, 5.79, 1.29)  0.000
H (1.52, 4.62, 2.61)  0.002
H (2.78, 4.60, 1.38)  0.002
H (2.50, 2.29, 2.44)  -0.001
H (-2.72, -1.17, 2.16)  0.001
H (-1.83, -2.43, 3.04)  0.001
H (-2.65, -1.15, 3.90)  0.000
H (-0.69, -0.29, 5.22)  0.000
H (1.43, 1.23, 5.87)  0.000
H (2.73, 1.21, 4.67)  0.001
H (1.59, 2.55, 4.71)  0.001
H (2.21, -1.30, -2.65)  0.002
H (3.91, -0.93, -2.81)  0.001
H (3.43, -2.36, -1.93)  0.002
H (5.37, -0.27, -0.69)  0.001
H (5.97, 1.20, 1.49)  0.000
H (4.83, 2.54, 1.56)  0.003
H (4.72, 1.23, 2.73)  0.003
N (0.11, -0.13, -2.07)  -0.191
C (0.11, -0.04, -3.25)  0.155
C (0.10, 0.05, -4.60)  -0.200
C (1.34, 0.27, -5.27)  0.038
N (2.37, 0.43, -5.74)  -0.113
C (-1.14, -0.11, -5.28)  0.037
N (-2.16, -0.26, -5.78)  -0.112
S (-4.39, 0.98, 0.35)  0.022
C (-2.73, 0.78, 0.62)  0.067
N (-2.10, -0.03, -0.20)  -0.059
C (-2.99, -0.59, -1.13)  0.003
C (-2.70, -1.53, -2.12)  0.013
C (-3.72, -1.93, -2.96)  0.001
C (-5.02, -1.43, -2.82)  -0.003
C (-5.33, -0.53, -1.82)  0.006
C (-4.30, -0.12, -0.98)  -0.006
H (-2.22, 1.33, 1.40)  -0.001
H (-1.72, -1.96, -2.21)  0.011
H (-3.52, -2.65, -3.74)  -0.001
H (-5.80, -1.75, -3.50)  0.000
H (-6.34, -0.17, -1.69)  0.000
N (-3.40, -5.13, 1.85)  0.000
C (-2.47, -4.78, 1.28)  0.003
C (-1.31, -4.28, 0.59)  -0.005
C (-0.34, -5.11, 0.05)  0.000
C (0.72, -4.51, -0.61)  -0.005
C (0.78, -3.13, -0.68)  0.018
N (-0.14, -2.33, -0.14)  0.033
C (-1.18, -2.91, 0.46)  -0.006
H (-0.41, -6.19, 0.15)  0.000
H (1.49, -5.11, -1.08)  0.000
H (1.60, -2.65, -1.19)  -0.014
H (-1.97, -2.26, 0.81)  0.009

<S²>: 1.23
E_tot in eV: -65198.5121
Total charge: +2
Energy above the lowest of the compared OMol25 structures with the same formula, charge and spin in kcal per mole: 2.0
2S+1: 2

[3]
Here is a structure of composition C5H11N from the OMol25 dataset. Energies are from the ωB97M-V functional and the def2-TZVPD basis.

Last column: Mulliken charge in e.
Atoms and positions in Å:
C (1.21, 1.06, -0.04)  -0.987
C (0.01, 0.43, -0.66)  0.675
C (0.09, 0.74, -2.16)  -1.365
C (-1.00, -0.45, -0.19)  -0.382
C (-1.13, -0.71, 1.33)  -0.388
H (0.96, 1.17, 1.06)  0.284
H (1.36, 2.21, -0.54)  0.282
H (2.35, 0.26, -0.23)  0.224
H (-0.24, 1.83, -2.22)  0.310
H (1.05, 0.62, -2.61)  0.361
H (-0.81, 0.24, -2.57)  0.322
H (-1.61, -1.05, -0.83)  0.324
H (-2.38, -1.14, 1.52)  0.276
H (-0.83, 0.57, 1.75)  0.208
H (-0.18, -2.10, 2.80)  0.249
H (1.17, -1.68, 1.84)  0.245
N (-0.02, -1.99, 1.76)  -0.638

E_tot in eV: -6847.5211
Energy above the lowest of the compared OMol25 structures with the same formula, charge and spin in kcal per mole: 138.5
2S+1: 1